# C5H8N2O

The molecule C5H8N2O in a non-equilibrium geometry (ωB97M-V/def2-TZVPD, the OMol25 dataset).

```
16
C5H8N2O (ωB97M-V/def2-TZVPD)
C 0.6911 -1.9922 1.0965
C -0.6027 -1.3333 1.4049
C -0.6409 -0.0378 2.0380
C -0.4085 0.1476 -0.3495
C 0.9399 1.4192 -1.7814
H 0.5708 -2.8041 1.8632
H 1.7950 -1.5828 0.9167
H 0.7290 -2.4523 0.1214
H -1.4155 -1.7576 1.8092
H -1.6418 0.1331 2.5136
H 0.3221 0.6648 2.0899
H -0.6445 -0.5207 -1.2600
H 2.1286 1.6504 -1.8598
N -1.0674 -0.1602 0.7221
N 0.5215 1.0525 -0.4518
O 0.2630 1.4004 -2.8171
```

## Properties
**HOMO energy**: -9.6 eV
**Lowest unoccupied orbital energy**: 0.72 eV
**Relative energy (zero: lowest compared OMol25 entry of this formula, charge and spin)**: 425.0 kJ/mol
**2S+1**: 1
**Orbital gap**: 10.4 eV
**Total energy**: -10338.32116 eV